Density functional theory data (ωB97M-V/def2-TZVPD) for a structure of composition C55H39IrN6O10.

```
111
C55H39IrN6O10 | the OMol25 dataset | ωB97M-V/def2-TZVPD
Ir 1.12060 -1.16724 -0.20984
C 6.80269 3.99543 5.98448
O 6.28572 4.42200 4.73804
C 5.59933 3.51618 3.99638
C 5.04435 3.99059 2.80943
C 4.30673 3.15236 1.99905
C 4.08793 1.81832 2.35541
C 4.64416 1.35891 3.54311
C 5.40564 2.18848 4.35833
C 3.21522 0.91715 1.55311
C 3.46280 0.75725 0.19241
C 4.45445 1.48120 -0.55474
C 4.16190 1.32077 -1.86528
C 3.03964 0.42827 -1.94354
N 2.66207 0.06536 -0.68202
C 2.34509 0.06422 -3.10991
C 1.50074 -1.03958 -3.17985
C 1.02188 -1.59552 -4.41914
C 0.20934 -2.62620 -4.10476
C 0.14777 -2.69628 -2.66427
C -0.77800 -3.43648 -1.93239
C -1.82269 -4.19709 -2.67431
C -3.15426 -3.83818 -2.50958
C -4.16527 -4.47531 -3.22030
C -3.84597 -5.50814 -4.09292
O -4.74793 -6.18980 -4.84507
C -6.11288 -5.84006 -4.71452
C -2.51655 -5.90330 -4.23324
C -1.51756 -5.24621 -3.54432
C -0.91508 -3.37831 -0.54580
N -0.31358 -2.48462 0.29323
C -0.84133 -2.68410 1.53853
C -0.62256 -1.87583 2.65415
C -1.46666 -2.10433 3.85730
C -0.90302 -2.20808 5.12388
C -1.68613 -2.37044 6.26072
C -3.06768 -2.44813 6.13694
O -3.92717 -2.59953 7.17600
C -3.39885 -2.51968 8.48675
C -3.64659 -2.36741 4.87169
C -2.85953 -2.19465 3.75267
C 0.33967 -0.86027 2.70066
C 0.51576 0.07925 3.77188
C 1.61329 0.81940 3.48283
C 2.10963 0.36838 2.21419
N 1.29087 -0.62299 1.73957
C -1.71948 -3.82673 1.50092
C -1.77835 -4.24035 0.21844
N 1.00393 -1.76955 -2.13765
C 2.26615 1.06825 -4.21112
C 1.00487 1.60679 -4.45520
C 0.84482 2.77950 -5.18216
C 1.95838 3.41916 -5.71266
O 1.92377 4.62491 -6.33275
C 0.74321 5.39663 -6.18811
C 3.20414 2.80382 -5.61004
C 3.35458 1.65459 -4.86118
H 7.25594 4.87197 6.43823
H 7.56122 3.21941 5.85464
H 6.01008 3.62423 6.63913
H 5.17894 5.03524 2.56032
H 3.83748 3.54896 1.10770
H 4.47792 0.33094 3.84012
H 5.81536 1.79190 5.27614
H 5.26517 2.05519 -0.14061
H 4.67808 1.76708 -2.69577
H 1.32309 -1.24640 -5.39348
H -0.31834 -3.28510 -4.77287
H -3.39697 -3.02548 -1.83496
H -5.18765 -4.14775 -3.09587
H -6.65570 -6.51703 -5.36806
H -6.29330 -4.80946 -5.03066
H -6.46462 -5.97198 -3.68813
H -2.29450 -6.72903 -4.89703
H -0.48784 -5.56811 -3.64403
H 0.17390 -2.17411 5.22693
H -1.20572 -2.43149 7.22675
H -4.24042 -2.66371 9.15799
H -2.95293 -1.53891 8.67255
H -2.65400 -3.29814 8.66788
H -4.72542 -2.41734 4.79999
H -3.32592 -2.07072 2.78345
H -0.14400 0.19284 4.61460
H 2.00716 1.65169 4.04147
H -2.20759 -4.27308 2.35010
H -2.33570 -5.07156 -0.17938
H 0.13781 1.14316 -4.00022
H -0.14530 3.19304 -5.31232
H 0.98909 6.39164 -6.54813
H 0.43897 5.45472 -5.14053
H -0.07674 4.99259 -6.78714
H 4.05234 3.26267 -6.10157
H 4.32889 1.18617 -4.79734
O -2.16750 -0.65150 -0.43569
C -1.42197 0.28833 -0.59319
O -0.13105 0.29695 -0.80113
C -1.97195 1.70089 -0.54223
C -3.29695 1.89490 -0.18656
C -3.77004 3.18700 -0.05423
C -2.96736 4.28877 -0.26708
C -1.66010 4.06519 -0.64677
C -1.14310 2.79011 -0.78126
N -0.79847 5.22213 -0.94804
O 0.24710 5.00266 -1.52331
O -1.19279 6.32009 -0.61597
N -5.18444 3.40024 0.30833
O -5.56311 4.54492 0.44279
O -5.87980 2.41641 0.44474
H -3.93847 1.04556 -0.00168
H -3.35502 5.28970 -0.15216
H -0.10778 2.64082 -1.04989
```

## Properties
E_LUMO	-1.16	eV
HOMO energy	-6.9397	eV
total charge	0
spin multiplicity	1
total energy	-3304.4193	Eh
largest force on an atom	0.0253	hartree/bohr

Atom charges from the Mulliken analysis, given in e for atoms 1 to 2:
1. Ir 1.321
2. C -0.850